# C37H48BrClF9NO32P2S

A 10-piece molecular cluster, C37H48BrClF9NO32P2S overall in a non-equilibrium geometry (ωB97M-V with the def2-TZVPD basis set, OMol25).

HOMO level in Eh: -0.3160
Multiplicity: 1
SMILES: CCOC[C@@](CCO)(NCC(=O)Cl)[C@@H](Br)O[C@@H]([PH2]=O)[PH2]=S.O=C1OC[C@@H](F)O1.O=C1OC[C@@H](F)O1.O=C1OC[C@@H](F)O1.O=C1OC[C@@H](F)O1.O=C1OC[C@@H](F)O1.O=C1OC[C@@H](F)O1.O=C1OC[C@@H](F)O1.O=C1OC[C@@H](F)O1.O=C1OC[C@@H](F)O1
Calculated total energy in Ha: -8914.8567
HOMO-LUMO gap in eV: 8.1659

```
132
Properties=species:S:1:pos:R:3:forces:R:3
C -7.711218 2.712641 0.670370 0.1283 -0.0145 -1.1732
C -7.256475 1.576529 -0.469841 -1.4776 1.4261 -0.4964
O -7.248968 0.202882 0.041623 1.4674 1.1549 0.1212
C -6.132607 -0.102631 0.918566 -0.1057 0.2758 1.2558
C -4.708201 -0.538567 0.148601 -0.4380 -1.5225 3.0048
C -4.145429 -1.687581 1.242647 -0.8397 -0.6747 -0.6626
C -2.719421 -2.357030 0.842060 0.0400 0.2232 0.8673
O -2.412927 -3.431050 1.844457 0.1468 1.5359 -0.1010
N -4.883373 -1.321042 -1.102200 -0.4597 1.0170 -0.2710
C -5.345734 -0.612257 -2.321784 -2.1429 -0.9411 -1.0246
C -4.740684 -1.436728 -3.640452 5.2964 -3.3142 1.4911
O -3.684375 -2.281859 -3.512022 -7.1799 5.7131 -1.2690
Cl -5.595559 -1.172906 -5.263349 1.2203 -0.4061 2.2752
C -3.790029 0.799001 0.119199 -1.4999 1.5576 -0.5922
Br -2.629493 1.046647 1.785487 -0.6570 -0.3543 -0.9124
O -3.018929 1.128685 -1.048883 -0.2608 -1.5251 0.7651
C -2.043051 0.185405 -1.524202 0.7457 -0.1701 -0.9615
P -1.880602 0.560121 -3.437932 -3.7829 3.0520 -1.8464
O -3.110664 1.454643 -3.927782 3.3663 -2.9745 1.4829
P -0.228136 0.481621 -0.877140 1.1337 -1.4144 0.3069
S 0.692502 -1.238256 -0.508039 -0.7320 0.5773 -0.2121
H -8.871878 2.561449 0.864205 2.6399 0.2769 -0.1119
H -7.058857 2.674808 1.640482 -1.4161 0.0090 -1.7981
H -7.556765 3.776862 0.167168 -0.3367 -2.2314 1.1308
H -8.134263 1.619668 -1.279243 1.9961 -0.3409 1.7304
H -6.286677 1.894248 -1.061447 -1.6403 -0.7469 1.4321
H -6.510881 -0.975399 1.642420 0.8991 1.7166 -1.9245
H -5.932149 0.810048 1.662503 -0.1993 -1.8212 -1.6201
H -4.957275 -2.560169 1.148130 1.7797 1.7402 0.2356
H -4.243768 -1.318116 2.358699 0.5670 -0.5727 -2.3656
H -2.829749 -2.852502 -0.219530 0.3636 0.8740 2.2482
H -1.807619 -1.625157 0.882757 -1.9147 -1.2010 -0.4246
H -1.971956 -3.029554 2.653177 -0.7996 -0.4208 -1.7425
H -5.499844 -2.169875 -0.940033 1.1596 1.6368 -0.0324
H -6.527593 -0.766877 -2.399681 2.4115 0.5078 -0.2162
H -5.175593 0.541625 -2.376441 0.2683 -2.3613 -0.0781
H -4.555075 1.713506 0.242853 2.0860 -2.0186 -0.4417
H -2.312024 -0.949029 -1.497317 0.3788 2.0099 0.4631
H -0.671315 1.330505 -3.713090 -0.6220 -0.9559 0.5048
H -1.738427 -0.675700 -4.206841 0.1243 0.7758 0.9902
H 0.584917 1.095347 -1.937147 -1.2338 0.0755 0.8513
H -0.166855 1.398689 0.231919 -0.5968 -0.3122 -0.9950
O -1.418219 -8.206778 -4.431844 -1.2712 2.3491 1.2207
C -1.928045 -7.225437 -3.917144 1.2638 -2.4874 -1.7783
O -2.107066 -6.029438 -4.556685 0.3457 -1.1090 0.4279
C -2.841184 -5.208686 -3.670466 -0.1917 1.2607 -0.4768
C -2.537237 -5.813782 -2.342621 -0.3355 0.0106 0.5673
F -3.583385 -5.673519 -1.497893 -0.1234 0.0714 0.4076
O -2.381586 -7.184326 -2.632900 0.5029 0.2630 -0.6177
H -3.904973 -5.259608 -3.925712 0.0637 -0.0388 0.2660
H -2.513690 -4.167732 -3.737948 -0.0203 -0.3469 -0.1378
H -1.624797 -5.430912 -1.873170 -0.1690 -0.0255 0.1362
O 2.045434 1.534178 0.863599 0.4335 2.9347 0.1124
C 2.185163 2.745125 0.907768 0.2767 -3.0807 0.0549
O 3.233018 3.374579 1.521983 -0.9260 -0.8131 -0.3591
C 3.094831 4.751850 1.235664 1.0065 0.8935 0.3827
C 1.638753 4.876614 0.942456 -0.3077 0.5871 -0.2573
F 1.411909 5.849178 0.031235 -0.2677 0.2247 -0.1305
O 1.312773 3.635950 0.358185 0.3820 -0.4202 0.5955
H 3.723515 5.008758 0.376511 -0.2332 0.0542 0.0188
H 3.400989 5.362401 2.089413 0.0224 -0.2724 -0.0832
H 1.015223 5.041936 1.827553 -0.0552 0.0794 -0.1608
O -3.256737 3.983506 2.948688 0.9401 2.6263 -1.2572
C -2.868647 5.000638 2.398509 -1.6554 -2.6560 1.4570
O -3.651469 5.785962 1.597303 0.6060 -0.8200 0.5850
C -2.875554 6.921256 1.270175 -0.6036 0.8581 -0.7540
C -1.482262 6.424133 1.452670 0.5383 0.4057 0.1138
F -0.664460 7.420161 1.861069 0.3814 0.0815 -0.0188
O -1.600668 5.488966 2.500680 -0.4956 -0.2965 -0.4238
H -3.125759 7.740647 1.952367 0.2725 -0.0671 -0.0066
H -3.070033 7.246792 0.244701 -0.0821 -0.2213 0.2543
H -1.060924 5.934548 0.568192 0.1060 0.1508 0.0961
O -6.879687 6.268638 -0.296348 0.9859 2.5799 -1.3472
C -6.491597 7.285769 -0.846528 -1.6635 -2.7818 1.4965
O -7.274419 8.071093 -1.647733 0.6010 -0.8009 0.6002
C -6.498504 9.206387 -1.974861 -0.6765 0.8763 -0.6881
C -5.105212 8.709265 -1.792365 0.6588 0.4242 0.0731
F -4.287409 9.705292 -1.383966 0.3409 0.0721 -0.0147
O -5.223618 7.774098 -0.744355 -0.6149 -0.2316 -0.4665
H -6.748709 10.025778 -1.292669 0.2820 -0.0750 -0.0030
H -6.692983 9.531924 -3.000334 -0.0928 -0.1993 0.1673
H -4.683874 8.219680 -2.676843 0.1186 0.1229 0.1197
O -3.129917 -9.018871 4.956258 0.9142 2.4666 -1.2651
C -2.741827 -8.001739 4.406079 -1.4528 -2.5745 1.4338
O -3.524649 -7.216415 3.604873 0.5645 -0.8987 0.6890
C -2.748734 -6.081121 3.277745 -0.6680 0.8285 -0.8948
C -1.355443 -6.578244 3.460241 0.6041 0.3865 0.0987
F -0.537639 -5.582217 3.868640 0.3426 0.1360 -0.0043
O -1.473848 -7.513411 4.508251 -0.6632 -0.3171 -0.4274
H -2.998939 -5.261731 3.959937 0.2629 -0.0683 -0.0307
H -2.943213 -5.755585 2.252271 -0.0738 -0.1265 0.2694
H -0.934105 -7.067829 2.575763 0.1264 0.1412 0.1262
O 6.539201 4.757770 1.350581 0.2161 -2.2726 1.3453
C 6.664949 3.713672 1.968574 -0.0627 2.1737 -1.7610
O 6.899806 2.499503 1.383672 -0.2987 1.3199 0.2742
C 7.111183 1.582432 2.438304 0.0463 -1.2909 -0.1825
C 6.413097 2.237234 3.580936 0.1375 -0.1640 0.6932
F 7.023685 1.944230 4.750976 -0.0645 -0.0461 0.3531
O 6.580947 3.613146 3.324859 -0.2881 0.0068 -0.9235
H 8.186829 1.467189 2.608881 -0.1249 0.0927 0.2278
H 6.687339 0.603741 2.197655 0.1182 0.4963 -0.1143
H 5.345375 2.002854 3.648435 0.1190 0.0226 0.1547
O 7.180582 -1.136728 1.241214 0.1216 -2.0296 1.7381
C 7.219890 -1.988083 2.113863 -0.3318 1.6858 -1.8398
O 6.997812 -1.737848 3.440339 0.2856 0.1726 -1.3066
C 7.003440 -2.993221 4.089921 -0.3526 -0.0528 1.3529
C 7.801920 -3.836940 3.155968 -0.0277 -1.0399 -0.0436
F 7.382618 -5.121769 3.188528 0.1931 -0.1155 -0.0218
O 7.497913 -3.302669 1.887498 0.1243 1.1518 0.2883
H 5.973368 -3.346940 4.204912 0.1853 -0.1613 -0.1696
H 7.461882 -2.920363 5.079828 -0.0532 0.1943 -0.2153
H 8.883219 -3.793056 3.324448 -0.0883 -0.1785 -0.0644
O 9.896563 -0.930802 -4.636852 -1.8261 1.0156 2.0538
C 9.136866 -0.516852 -3.776984 2.3022 -0.7988 -2.1939
O 9.540462 0.153506 -2.654842 -0.1183 -0.6911 -0.9492
C 8.362832 0.570485 -1.993581 0.1913 0.7608 1.1049
C 7.347514 -0.395271 -2.501661 -0.9309 0.0717 0.0975
F 6.126556 0.180928 -2.571785 -0.2411 -0.1148 0.0246
O 7.783664 -0.672463 -3.813081 0.8292 -0.1380 0.2839
H 8.138388 1.606003 -2.270558 -0.2136 -0.1896 -0.0547
H 8.482359 0.515720 -0.908176 0.1149 -0.0730 -0.2141
H 7.288013 -1.326835 -1.928802 -0.2030 0.1185 -0.0074
O 4.288568 -4.625318 -0.053973 2.0083 -0.4548 -2.1951
C 5.067210 -4.820226 -0.972447 -2.0144 0.7308 2.6896
O 5.865283 -3.853347 -1.519895 -0.7075 -0.5410 0.4368
C 6.701647 -4.507136 -2.453172 0.8776 0.7939 -0.5288
C 5.920790 -5.732932 -2.783905 0.2160 -0.8064 -0.2949
F 6.743917 -6.766302 -3.070736 -0.0089 -0.2110 -0.1932
O 5.242567 -6.025507 -1.583365 -0.1675 0.9242 -0.0148
H 7.664398 -4.732355 -1.982242 -0.1318 -0.2443 -0.0996
H 6.878501 -3.877625 -3.329432 -0.1301 0.0392 0.2006
H 5.195282 -5.598188 -3.593225 0.1150 -0.1753 0.0187
```
Forces are in eV/Å.

---

# C37H48N2O2P2PdSb

C37H48N2O2P2PdSb as an isolated structure (ωB97M-V with the def2-TZVPD basis set, OMol25).

HOMO level in Eh: -0.1320
Multiplicity: 1
Energy relative to the best compared isomer or geometry (same formula, charge and spin) in kJ/mol: 108.0
Calculated total energy in Ha: -2749.5759
Net charge: -1
HOMO-LUMO gap in eV: 5.8820

```
93
Properties=species:S:1:pos:R:3:forces:R:3
Pd 0.259808 0.240181 -0.075067 -0.8213 -0.3297 0.3788
C -3.244874 -0.443240 1.572779 -0.0368 0.0142 -0.0517
N -2.969037 -0.472501 0.111196 0.2691 0.1027 0.2246
P -1.874630 0.842453 -0.316713 0.2687 -0.2490 -0.4204
C -2.366330 1.152597 -2.068401 -0.1305 0.0915 0.1081
C -3.681675 1.141176 -2.529844 -0.0513 -0.0498 -0.0009
C -3.974735 1.440427 -3.849809 0.0577 0.0205 -0.0262
C -2.947795 1.760210 -4.733028 -0.0336 -0.0206 0.0339
C -1.635221 1.752914 -4.288741 0.0126 0.0060 -0.0001
C -1.345986 1.445147 -2.964122 0.0637 0.0009 -0.0280
C -2.703660 2.280489 0.489102 0.0651 -0.0357 0.0557
C -4.073771 2.540954 0.443332 0.0120 -0.0030 -0.0372
C -4.602147 3.668569 1.049195 0.0074 0.0200 0.0140
C -3.766379 4.558858 1.715512 -0.0127 -0.0108 -0.0110
C -2.407429 4.300385 1.785556 0.0066 -0.0043 -0.0087
C -1.882583 3.163605 1.179995 0.0179 -0.0003 0.0557
P -2.030380 -1.972262 -0.089829 -0.3858 -0.2219 -0.2358
C -3.480028 -3.137138 -0.126243 0.0887 0.0053 0.0716
C -4.807628 -2.765065 -0.320389 -0.0162 0.0392 -0.0072
C -5.818951 -3.716522 -0.322304 0.0029 -0.0113 0.0082
C -5.518047 -5.057472 -0.124735 0.0082 0.0054 -0.0073
C -4.199408 -5.439732 0.082665 -0.0096 0.0090 -0.0025
C -3.193306 -4.484300 0.088180 0.0073 -0.0131 -0.0209
C -1.678678 -1.997595 -1.894372 0.0281 0.0075 0.0027
C -2.644197 -1.908128 -2.894849 -0.0335 0.0052 0.0243
C -2.276046 -1.873975 -4.228994 0.0467 0.0021 -0.0223
C -0.931065 -1.942431 -4.578730 -0.0166 0.0025 0.0241
C 0.035132 -2.078161 -3.593916 -0.0174 0.0010 -0.0144
C -0.338243 -2.110426 -2.255569 0.0371 -0.1611 0.0149
H -3.909075 0.383548 1.815791 -0.0172 -0.0029 0.0065
H -2.325412 -0.352785 2.166414 0.0072 0.0024 -0.0021
H -3.741329 -1.372123 1.858440 -0.0108 0.0016 0.0018
H -4.483637 0.854120 -1.861354 0.0196 -0.0084 0.0099
H -5.002036 1.418213 -4.194149 -0.0019 0.0016 -0.0056
H -3.174053 1.999126 -5.765436 0.0032 -0.0094 -0.0060
H -0.827208 1.979055 -4.974183 -0.0014 -0.0119 -0.0078
H -0.321601 1.404369 -2.605092 -0.0173 0.0533 0.0148
H -4.737082 1.846776 -0.055386 -0.0001 0.0067 -0.0028
H -5.668715 3.853670 1.007130 -0.0015 0.0020 -0.0029
H -4.179221 5.443331 2.185453 -0.0040 -0.0048 0.0091
H -1.752372 4.977355 2.321183 0.0040 -0.0039 0.0000
H -0.823787 2.944413 1.241316 -0.0155 0.0009 -0.0150
H -5.039830 -1.715728 -0.463762 0.0028 -0.0049 -0.0004
H -6.847114 -3.409461 -0.474515 -0.0012 0.0003 -0.0049
H -6.307214 -5.799424 -0.125057 -0.0031 0.0009 0.0091
H -3.956352 -6.480883 0.256698 0.0035 -0.0050 -0.0227
H -2.164854 -4.783202 0.264477 -0.0043 -0.0003 0.0164
H -3.692349 -1.853508 -2.625659 0.0118 0.0346 0.0041
H -3.034004 -1.781447 -4.997354 -0.0011 0.0105 -0.0005
H -0.640839 -1.895489 -5.621768 -0.0006 -0.0126 -0.0036
H 1.082314 -2.150005 -3.860549 0.0038 -0.0075 0.0021
H 0.410829 -2.257683 -1.483718 0.0160 0.1719 0.0038
C 3.306364 5.461266 0.222304 0.0045 -0.0176 0.0215
C 1.835669 5.666695 -0.151400 -0.0969 -0.0391 -0.0643
C 1.061025 6.276998 1.021724 -0.0019 -0.0292 0.0246
C 1.719038 6.562594 -1.390410 0.0023 -0.0044 0.0037
C 1.231895 4.358633 -0.475196 0.1236 0.0322 0.0671
N 0.763669 3.339522 -0.724848 0.0305 0.2481 -0.1724
H 3.740969 6.423810 0.499643 0.0105 -0.0018 -0.0161
H 3.869415 5.049453 -0.615901 -0.0044 -0.0113 0.0007
H 3.404359 4.777328 1.065218 -0.0053 0.0143 0.0168
H 1.494227 7.246715 1.274239 -0.0042 0.0013 0.0029
H 1.114818 5.630446 1.898405 0.0120 0.0038 0.0047
H 0.011005 6.417210 0.763012 0.0006 0.0001 -0.0024
H 2.173043 7.532553 -1.178848 -0.0036 0.0036 -0.0026
H 0.674478 6.715099 -1.662372 -0.0012 0.0084 0.0040
H 2.231843 6.113796 -2.241180 0.0146 0.0104 0.0029
O 2.337105 -2.641367 0.941687 -0.0967 -0.0292 -0.0254
C 1.248766 -2.477882 1.542452 -0.0567 0.0511 -0.0769
O 0.791942 -1.426636 2.038494 0.1343 0.0680 0.0813
H 0.596515 -3.384744 1.623695 0.0142 -0.0007 0.0310
C 5.051053 -1.441144 1.424237 0.0280 0.0157 0.0052
C 4.844203 -0.669566 0.125865 -0.1297 -0.3635 -0.1080
Sb 2.848258 0.090880 -0.212346 0.4155 0.4420 0.2047
C 3.492659 1.357770 -1.869516 0.1570 0.0050 -0.1087
C 4.829987 2.086220 -1.761407 -0.0303 0.0144 -0.0047
C 3.175997 1.607409 1.318898 -0.0361 -0.0306 0.0476
C 2.043947 1.744784 2.332304 0.0035 -0.0056 0.0024
H 6.069916 -1.839159 1.477669 0.0251 0.0471 0.0247
H 4.341020 -2.260841 1.505570 0.0293 0.0190 -0.0179
H 4.903309 -0.794256 2.293047 -0.0113 0.0010 0.0051
H 5.108690 -1.288268 -0.735585 0.0234 0.0053 0.0051
H 5.469842 0.224201 0.101897 0.0216 0.0087 -0.0541
H 2.669963 2.064177 -1.999117 -0.0202 -0.0085 0.0305
H 3.487227 0.715032 -2.755732 -0.0184 0.0251 -0.0207
H 4.930319 2.607954 -0.805257 0.0055 0.0080 -0.0011
H 4.958215 2.832036 -2.554148 -0.0076 0.0022 -0.0042
H 5.671265 1.395402 -1.836949 0.0029 -0.0108 0.0167
H 3.336224 2.544427 0.780598 0.0033 0.0028 -0.0132
H 4.110865 1.348954 1.822191 0.0414 0.0742 -0.0228
H 1.085956 1.895264 1.827246 0.0143 0.0213 -0.0034
H 2.214143 2.587535 3.014345 -0.0010 -0.0086 0.0187
H 1.931091 0.833938 2.921133 -0.0191 -0.0096 -0.0279
```
Forces are in eV/Å.

---

Among the records above, which one has the lowest HOMO level?
C37H48BrClF9NO32P2S

---

What is the calculated total energy in the first record?
-8914.8567 Ha

---

Among the records above, which one has the lowest HOMO level?
C37H48BrClF9NO32P2S

---

What is the HOMO-LUMO gap in the second record?
5.8820 eV